# 1
96
Properties=species:S:1:pos:R:3:forces:R:3:lowdin_spin:R:1 method="wB97M-V/def2-TZVPD" spin_multiplicity=2 charge=+1 e_tot_ha=-2678.60281 s_squared=0.75 molar_mass_g_mol=771.030 largest_force_ha_per_bohr=0.0307 e_homo_ev="-10.11 / -10.11" gap_ev="7.945 / 7.951" lumo_energy_ev="-2.17 / -2.16"
Ce 0.65574 -0.08069 0.29860 -0.170 -0.474 1.497 1.01
C 0.47755 0.95585 4.35067 0.004 0.006 0.078 0.00
C 1.77580 0.45810 3.73043 -0.032 0.003 -0.106 0.00
N 2.08807 1.09261 2.44074 0.080 -0.030 -0.034 0.00
C 3.51976 0.98313 2.12117 -0.111 -0.020 0.013 0.00
C 3.89623 -0.42152 1.70188 -0.160 -0.084 -0.014 0.00
N 3.06322 -0.88611 0.57978 0.379 -0.113 -0.124 0.00
C 3.38281 -2.27240 0.16658 -0.083 0.057 0.192 0.00
C 2.67810 -3.39870 0.95887 -0.046 0.079 0.006 0.00
C 1.86871 -3.07233 2.21078 -0.027 0.123 -0.034 0.00
N 0.68299 -2.21873 1.98653 -0.049 -0.220 -0.091 0.00
C -0.20357 -2.25409 3.16234 0.090 0.146 -0.040 0.00
C -1.33725 -1.22691 3.10013 0.122 0.009 0.015 0.00
N -0.94631 0.04646 2.47614 0.052 0.201 0.103 0.00
C -0.69456 1.16429 3.40375 0.078 -0.133 -0.067 0.00
H 0.65481 1.91803 4.83990 -0.004 -0.025 0.019 0.00
H 0.20374 0.26272 5.15118 -0.001 0.012 -0.014 0.00
H 1.72876 -0.61704 3.56516 0.006 0.051 -0.020 0.00
H 2.58478 0.63112 4.44830 0.061 0.003 0.036 0.00
H 1.85874 2.08068 2.48649 -0.074 0.031 -0.031 0.00
H 4.14100 1.26762 2.97534 0.052 0.044 0.074 0.00
H 3.73232 1.67207 1.31080 0.002 0.049 -0.058 0.00
H 3.77468 -1.11368 2.53332 -0.008 -0.016 0.012 0.00
H 4.95361 -0.43980 1.43209 0.148 -0.022 -0.026 0.00
H 3.27362 -0.27443 -0.21104 0.261 0.009 -0.096 0.00
H 4.46280 -2.41584 0.21976 0.122 -0.005 0.021 0.00
H 3.10128 -2.36700 -0.87608 -0.042 0.027 -0.126 0.00
H 3.43481 -4.11599 1.27649 0.018 -0.041 -0.002 0.00
H 2.02847 -3.94704 0.27509 0.026 -0.002 0.022 0.00
H 2.48089 -2.59077 2.97441 0.031 0.026 0.023 0.00
H 1.55521 -4.02848 2.63874 -0.027 -0.091 0.046 0.00
H 0.19294 -2.61585 1.18777 -0.157 -0.263 -0.001 0.00
H 0.41830 -2.07591 4.04015 0.027 0.034 0.020 0.00
H -0.63699 -3.24864 3.29727 -0.033 -0.091 0.050 0.00
H -1.71016 -1.06046 4.11504 -0.053 -0.031 0.022 0.00
H -2.16937 -1.63432 2.53193 -0.032 -0.028 -0.086 0.00
H -1.71535 0.33470 1.88564 -0.172 0.024 -0.091 0.00
H -1.58227 1.37119 4.00824 -0.079 0.033 0.037 0.00
H -0.51706 2.04394 2.78417 0.025 0.013 -0.052 0.00
O -0.21501 -4.64725 -1.08178 -0.108 -0.311 -0.119 0.00
C -0.70545 -4.38258 -2.31866 0.056 -0.006 0.051 0.00
C -1.42481 -5.39620 -2.94566 -0.051 -0.046 -0.047 0.00
C -1.95399 -5.18970 -4.20428 0.000 0.014 -0.033 0.00
C -1.77310 -3.97124 -4.85920 0.034 0.043 0.030 0.00
C -1.06062 -2.96520 -4.23456 0.014 0.043 0.063 0.00
C -0.51847 -3.14609 -2.95554 0.114 -0.063 0.244 0.00
C 0.17665 -2.03289 -2.24947 -0.078 0.073 -0.085 0.00
O 0.52712 -2.19002 -0.99255 0.131 0.204 -0.408 0.00
N 0.33562 -0.92271 -2.92049 0.069 -0.090 -0.149 0.00
N 0.88892 0.06023 -2.12200 -0.164 -0.287 -0.611 0.00
C 0.91228 1.25556 -2.55009 0.047 0.362 0.087 0.00
C 1.33441 2.29274 -1.54637 -0.067 -0.124 0.050 0.00
C 0.93514 3.76593 -1.82350 0.043 -0.032 0.052 0.00
C 2.05112 4.74289 -1.62871 -0.259 0.027 -0.090 0.00
C 3.23957 4.34800 -1.18456 0.224 -0.156 0.098 0.00
C 3.48685 2.93263 -0.86703 -0.062 0.162 -0.038 0.00
N 2.66151 1.97429 -1.02068 -0.062 -0.008 -0.040 0.00
H 0.27897 -3.85006 -0.81787 -0.030 0.305 0.069 0.00
H -1.54682 -6.34074 -2.42867 0.016 0.057 -0.018 0.00
H -2.50654 -5.98748 -4.68608 0.011 0.027 0.008 0.00
H -2.18528 -3.81520 -5.84888 0.035 -0.006 0.061 0.00
H -0.91396 -2.00541 -4.71467 -0.002 -0.066 0.020 0.00
H 0.51980 1.52714 -3.52949 0.048 -0.057 -0.066 0.00
H 0.45227 3.93155 -2.79306 0.015 0.000 -0.015 0.00
H 1.86722 5.78933 -1.85841 0.011 -0.089 0.029 0.00
H 4.05002 5.05029 -1.03080 -0.030 -0.060 -0.011 0.00
H 4.46117 2.68018 -0.44522 -0.036 0.034 -0.038 0.00
C -2.99968 4.16001 -0.41060 -0.273 -0.101 -0.091 0.00
Si -1.30606 4.77969 0.04670 0.084 -0.083 0.007 0.00
C -1.02217 6.45302 -0.71154 0.085 0.240 -0.121 0.00
C -1.16852 4.88486 1.90221 0.035 -0.007 0.285 0.00
C -0.03287 3.59752 -0.63974 0.156 0.069 -0.227 0.00
C 0.29235 2.30917 -0.35258 -0.118 0.508 -0.005 0.00
H -3.77777 4.83989 -0.04646 0.048 -0.095 -0.047 0.00
H -3.18432 3.16973 0.02272 0.005 0.101 -0.058 0.00
H -3.10453 4.07889 -1.49854 -0.023 -0.002 0.123 0.00
H -1.81256 7.14569 -0.40674 0.073 -0.015 -0.043 0.00
H -1.03097 6.40166 -1.80682 0.008 0.029 0.125 0.00
H -0.06391 6.88169 -0.39648 -0.115 -0.034 -0.050 0.00
H -1.79215 5.69828 2.29010 0.070 -0.100 -0.021 0.00
H -0.13392 5.07492 2.20962 -0.126 -0.014 -0.004 0.00
H -1.50636 3.95625 2.37679 0.048 0.134 -0.041 0.00
C -4.71122 -2.53716 -3.08942 0.024 0.033 0.092 0.00
C -3.75764 -1.95943 -2.08199 -0.084 -0.169 -0.109 0.00
C -3.31741 -0.64753 -2.16413 -0.028 0.077 -0.103 0.00
C -2.41925 -0.16786 -1.23080 -0.022 0.148 0.197 0.00
N -1.92845 -0.90319 -0.22326 -0.127 0.005 -0.209 0.00
C -2.36983 -2.16796 -0.14218 0.126 0.011 0.067 0.00
C -3.26775 -2.72273 -1.02292 -0.102 -0.123 -0.093 0.00
H -4.58771 -2.06733 -4.06503 0.016 -0.003 0.047 0.00
H -5.74119 -2.36931 -2.76514 0.015 -0.008 -0.004 0.00
H -4.56206 -3.61107 -3.19833 0.015 0.035 0.012 0.00
H -3.65031 -0.00065 -2.96790 0.023 -0.029 0.062 0.00
H -2.07592 0.86092 -1.27868 0.070 0.025 -0.045 0.00
H -1.95179 -2.78651 0.64533 -0.027 0.035 -0.013 0.00
H -3.54743 -3.76523 -0.91446 0.003 0.096 0.001 0.00



# 2
7
Properties=species:S:1:pos:R:3:forces:R:3:mulliken_charge:R:1 method="wB97M-V/def2-TZVPD" spin_multiplicity=1 e_tot_ha=-680.24494 molar_mass_g_mol=103.102 largest_force_ha_per_bohr=0.0767 e_homo_ev=-9.59 gap_ev=9.668 lumo_energy_ev=0.08 smiles="N=C=S.O=C=O"
C 0.72323 1.41168 0.07453 3.639 1.158 0.987 0.43
C -1.50014 -1.82273 -0.40947 0.843 0.234 0.125 0.67
N 1.83643 1.21243 0.58475 -2.642 -0.149 -1.142 -0.44
O -1.07850 -2.87665 -0.52722 0.260 -2.208 -0.323 -0.34
O -1.78082 -0.72622 -0.26704 -1.142 1.889 0.212 -0.32
S -0.30915 2.25812 -0.72250 -1.025 -0.381 -0.281 -0.26
H 2.10896 0.54337 1.26696 0.066 -0.544 0.422 0.27



# 3
47
Properties=species:S:1:pos:R:3:forces:R:3:mulliken_charge:R:1 method="wB97M-V/def2-TZVPD" spin_multiplicity=1 charge=+1 e_tot_ha=-2195.38195 molar_mass_g_mol=543.576 largest_force_ha_per_bohr=0.0327 e_homo_ev=-10.31 gap_ev=5.041 lumo_energy_ev=-5.27
Ru 0.12758 -0.49061 -0.01641 0.816 0.320 1.434 0.18
N 3.10437 1.30972 2.66226 0.004 -0.029 0.017 -0.38
C 2.02910 0.89718 1.97420 0.229 0.011 -0.100 0.57
S 2.32799 -0.11594 0.57710 -0.263 -0.159 -0.417 -0.25
N 0.85452 1.26531 2.34949 -0.133 0.121 0.082 -1.25
N -0.17074 0.74788 1.57988 -0.276 -0.330 -0.598 0.60
C -1.33906 1.08383 2.01305 -0.046 0.103 0.166 -0.06
C -2.67169 0.74355 1.57392 -0.076 0.005 -0.017 0.46
C -3.64563 0.97028 2.49796 0.013 0.012 0.004 -0.50
C -4.95797 0.40104 2.40471 -0.008 0.006 0.026 -0.99
C -5.26599 -0.44246 1.40706 0.000 0.019 -0.003 -0.86
C -4.40840 -0.59979 0.23500 0.032 0.024 -0.107 0.68
C -3.05142 0.13926 0.28334 -0.060 -0.082 -0.035 1.73
O -1.55167 0.38660 -1.66774 0.220 0.335 0.632 -0.11
H 4.03136 1.10717 2.33676 -0.001 0.001 0.002 0.19
H 2.98174 1.92543 3.44773 -0.004 0.011 -0.005 0.23
H -1.29682 1.68732 2.91588 -0.017 0.001 -0.008 0.40
H -3.38806 1.50733 3.40274 -0.007 0.003 -0.001 0.46
H -5.64877 0.56190 3.22066 0.004 -0.009 0.002 0.51
H -6.18647 -1.01305 1.43042 0.002 -0.004 0.006 0.43
H -4.09011 -1.79444 -1.50323 0.003 -0.002 0.005 0.41
N -7.11747 5.32475 -0.22146 -0.007 0.000 0.018 -0.55
C -6.35277 4.17898 -0.31543 0.021 -0.030 -0.010 0.92
C -5.02914 4.15662 0.11861 0.012 -0.022 0.009 -1.33
C -4.28644 2.98368 0.08373 -0.031 -0.048 -0.070 -0.37
C -4.84391 1.81356 -0.40631 -0.120 -0.085 0.004 0.46
C -6.16120 1.83065 -0.85723 0.015 0.070 0.054 -0.52
C -6.90633 2.98878 -0.80498 -0.008 -0.010 -0.017 -0.77
S -1.17856 3.65831 -1.34986 -0.052 -0.027 -0.216 0.78
O -0.65788 3.66569 -0.01367 -0.015 0.004 0.004 -0.39
O -0.89788 4.74363 -2.22872 0.071 0.064 0.133 -0.39
N -0.26346 0.54948 -1.39020 -0.404 -0.225 -0.534 -0.29
C -1.98003 -0.45085 -0.55844 0.104 0.084 -0.232 0.61
N -4.12920 0.58622 -0.56960 0.130 0.055 0.038 -0.38
C -4.38944 -1.94725 -0.46230 -0.006 0.010 0.000 -1.28
C -3.42062 -2.86791 0.23562 -0.037 -0.022 0.004 -0.31
C -2.10587 -2.67566 0.23661 0.040 0.000 -0.006 -0.53
N -1.49232 -1.66143 -0.54776 -0.178 -0.186 -0.280 -0.92
H -6.62121 6.19692 -0.15540 -0.007 0.022 -0.006 0.23
H -7.93716 5.36981 -0.80233 -0.011 0.021 -0.008 0.22
H -4.57401 5.06157 0.50325 -0.008 0.001 -0.003 0.35
H -3.26954 3.00761 0.44331 0.071 -0.042 0.036 0.77
H -6.59975 0.92889 -1.26697 0.006 -0.019 0.009 0.51
H -7.92995 2.98106 -1.15883 -0.002 0.010 0.003 0.32
H -5.38912 -2.38014 -0.47259 -0.001 0.002 -0.011 0.56
H -3.79652 -3.73437 0.76329 -0.010 0.004 0.000 0.40
H -1.41198 -3.36030 0.70369 -0.003 0.008 0.000 0.48



# 4
72
Properties=species:S:1:pos:R:3:forces:R:3:lowdin_spin:R:1 method="wB97M-V/def2-TZVPD" spin_multiplicity=5 charge=-2 e_tot_ha=-4526.01924 s_squared=6.02 molar_mass_g_mol=759.543 largest_force_ha_per_bohr=0.0088 e_homo_ev="-1.57 / -1.57" gap_ev="5.884 / 5.881" lumo_energy_ev="4.32 / 4.31"
Fe -1.30327 0.21609 1.20755 -0.262 0.342 0.142 3.67
N -3.45561 3.16140 3.56194 0.003 -0.092 -0.025 0.00
C -2.77969 1.99536 3.19132 0.001 0.277 0.114 0.01
S -3.61216 0.88663 2.16088 0.032 -0.145 -0.162 0.05
N -1.59383 1.86340 3.70618 0.034 -0.167 -0.117 0.01
N -0.98223 0.69897 3.25009 0.057 0.032 0.220 0.04
C -0.38004 -0.00403 4.12509 0.090 -0.052 -0.033 0.00
C 0.22995 -1.29922 3.85513 -0.111 0.085 -0.001 0.00
C 1.11594 -1.80243 4.81207 0.060 -0.085 -0.019 0.00
C 1.71853 -3.03870 4.68287 -0.054 0.086 -0.004 0.00
C 1.38547 -3.81476 3.56768 0.041 -0.114 -0.037 0.00
C 0.49364 -3.36650 2.62284 -0.028 0.055 0.032 0.00
C -0.11631 -2.08409 2.70810 0.110 0.039 -0.006 0.01
O -0.92364 -1.70236 1.78227 -0.129 0.169 -0.050 0.07
H -4.17032 3.40455 2.89417 0.027 0.012 -0.008 0.00
H -2.81294 3.91458 3.76317 -0.024 0.017 0.027 0.00
H -0.34406 0.36515 5.15304 -0.023 0.028 -0.003 0.00
H 1.33595 -1.18248 5.67721 -0.009 0.001 0.001 0.00
H 2.41489 -3.40061 5.42847 0.008 -0.006 0.002 0.00
H 1.83490 -4.79519 3.44421 0.001 0.004 0.001 0.00
H 0.22069 -3.97593 1.76982 0.020 -0.010 -0.009 0.00
C 4.97859 -1.81763 1.50040 0.042 -0.024 0.019 0.00
C 4.61483 -1.96534 0.16943 -0.031 0.008 0.007 0.00
C 3.41888 -1.42815 -0.28868 -0.013 -0.043 -0.007 0.01
C 2.57339 -0.74225 0.57925 0.040 0.131 -0.065 0.01
C 2.94773 -0.60161 1.91524 0.078 -0.061 -0.019 0.00
C 4.14279 -1.13401 2.37360 -0.023 0.016 -0.013 0.00
P 0.97480 0.00321 0.08606 0.162 -0.138 -0.108 0.04
C 0.65833 -0.75596 -1.54416 -0.049 0.108 -0.040 0.00
C 0.35908 -2.11716 -1.57949 -0.091 -0.064 -0.027 0.00
C -0.01910 -2.72566 -2.76648 -0.028 0.041 0.069 0.00
C -0.11584 -1.97514 -3.93047 -0.014 0.010 -0.029 0.00
C 0.16191 -0.61588 -3.90075 0.005 -0.050 -0.021 0.00
C 0.54488 -0.00612 -2.71348 0.089 -0.050 0.002 0.00
C 1.41443 1.70721 -0.35146 -0.041 -0.059 0.135 0.00
C 2.66213 2.11581 -0.73829 0.040 0.082 -0.015 0.00
C 2.87778 3.45522 -1.13357 -0.070 -0.071 0.031 0.00
C 1.82708 4.32859 -1.16063 0.013 0.014 -0.006 0.00
C 0.52358 3.92747 -0.77228 -0.015 0.145 -0.053 0.00
C -0.57508 4.81690 -0.84793 0.048 -0.022 0.012 0.01
C -1.81618 4.37523 -0.49004 -0.027 -0.030 0.026 0.00
C -2.00850 3.06111 -0.00360 -0.024 0.012 0.072 0.01
C -0.98769 2.14360 0.12763 0.080 -0.320 0.044 0.03
C 0.29981 2.60158 -0.31668 -0.016 -0.048 -0.007 0.01
H 5.90650 -2.24686 1.86051 -0.002 -0.001 0.001 0.00
H 5.25797 -2.50486 -0.51601 0.010 -0.001 0.007 0.00
H 3.12858 -1.55636 -1.32461 0.015 0.012 0.000 0.00
H 2.28522 -0.09610 2.60592 -0.028 0.029 -0.005 0.00
H 4.40452 -1.03281 3.41953 0.015 -0.012 -0.002 0.00
H 0.36123 -2.69488 -0.66161 0.002 0.030 0.024 0.00
H -0.30845 -3.76707 -2.76106 -0.012 -0.034 -0.015 0.00
H -0.45406 -2.44355 -4.84703 0.001 0.011 -0.004 0.00
H 0.05084 -0.01854 -4.79838 -0.002 0.002 0.006 0.00
H 0.73437 1.05967 -2.69792 -0.005 0.002 0.025 0.00
H 3.48727 1.41280 -0.75666 -0.011 -0.016 0.012 0.00
H 3.86939 3.77401 -1.43336 0.000 0.015 -0.003 0.00
H 1.97284 5.35283 -1.49140 0.005 -0.004 -0.003 0.00
H -0.41332 5.83059 -1.20116 -0.003 0.000 -0.004 0.00
H -2.66931 5.04330 -0.56288 0.005 0.006 -0.008 0.00
H -3.00895 2.77309 0.30266 -0.005 0.023 -0.026 0.00
F -3.48008 1.26886 -5.21576 0.013 0.018 0.000 0.00
C -3.50573 0.18866 -4.40462 -0.026 -0.063 -0.007 0.00
C -2.99245 0.24445 -3.12311 -0.034 -0.131 -0.013 0.00
F -2.43933 1.38276 -2.68883 0.005 0.066 -0.015 0.00
C -3.02566 -0.87555 -2.30862 0.221 0.208 -0.038 0.00
F -2.44538 -0.72054 -1.10177 -0.200 -0.227 0.036 0.01
C -3.55948 -2.11310 -2.69978 -0.064 -0.243 0.113 0.00
S -3.59454 -3.53017 -1.70284 0.084 0.208 -0.126 0.00
C -4.07055 -2.10645 -4.00910 -0.034 -0.045 -0.104 0.00
F -4.62025 -3.22365 -4.52791 0.026 0.012 0.040 0.00
C -4.04605 -1.00740 -4.84183 0.025 0.058 0.060 0.00
F -4.55870 -1.08398 -6.09012 -0.001 0.012 -0.022 0.00



# 5
8
Properties=species:S:1:pos:R:3:forces:R:3:mulliken_charge:R:1 method="wB97M-V/def2-TZVPD" spin_multiplicity=1 charge=+2 e_tot_ha=-1804.02500 molar_mass_g_mol=263.977 largest_force_ha_per_bohr=0.0606 e_homo_ev=-18.29 gap_ev=6.867 lumo_energy_ev=-11.42
P -1.48749 0.54521 -1.57629 0.621 -0.859 1.770 0.79
O -0.13774 1.28388 -1.77432 1.260 -1.218 -1.007 -0.50
C 0.21916 -0.20730 1.39288 1.305 -2.430 -0.133 -0.61
H -0.62738 -0.49107 2.03074 -0.254 0.961 -0.426 0.27
H 1.14932 -0.11068 1.95693 -0.113 0.181 -0.244 0.29
C 0.25480 -0.57002 0.08752 0.545 1.993 0.238 0.23
O -1.07820 -0.55891 -0.46027 -0.866 0.590 -1.889 -0.24
Lu 1.70754 0.10888 -1.65719 -2.498 0.782 1.691 1.76